Arrangement P

C3H6N2O | ωB97M-V with the def2-TZVPD basis set

Positions of all 12 atoms, in Å:
1 N 1.955 0.350 -0.294
2 C 1.045 -0.666 -0.221
3 O 1.347 -1.843 -0.197
4 N -0.258 -0.230 -0.291
5 C -1.501 -0.611 0.261
6 C -1.086 0.835 0.158
7 H 1.679 1.315 -0.280
8 H 2.923 0.104 -0.404
9 H -2.216 -1.022 -0.446
10 H -1.540 -1.056 1.255
11 H -1.499 1.465 -0.628
12 H -0.849 1.358 1.087

LUMO, Ha: 0.033
Kohn-Sham gap, Ha: 0.383
Highest occupied orbital energy, eV: -9.544

Arrangement Q

C3H6N2O | ωB97M-V with the def2-TZVPD basis set

Positions of all 12 atoms, in Å:
1 H 1.943 2.085 0.864
2 N 1.264 1.678 0.222
3 C 0.917 0.521 0.600
4 N 0.021 -0.252 -0.153
5 C -1.158 -0.754 0.536
6 C 0.036 -0.216 -1.533
7 O -0.842 -0.681 -2.226
8 H 1.253 0.014 1.513
9 H -1.750 -1.329 -0.177
10 H -1.762 0.083 0.905
11 H -0.878 -1.390 1.382
12 H 0.956 0.240 -1.933

LUMO, Ha: 0.029
Kohn-Sham gap, Ha: 0.390
Highest occupied orbital energy, eV: -9.826

Most stable to least stable, the ends of the list are arrangement Q and arrangement P.

Arrangement P

C3H6N2O | ωB97M-V with the def2-TZVPD basis set

Positions of all 12 atoms, in Å:
1 N -1.745 0.346 0.670
2 C -0.480 -0.081 0.829
3 O -0.173 -1.089 1.466
4 C 0.652 0.550 0.094
5 C 0.848 -0.688 -0.793
6 N 0.880 0.684 -1.310
7 H -2.455 -0.336 0.881
8 H -1.943 1.133 0.075
9 H 1.535 0.702 0.715
10 H -0.069 -1.109 -1.194
11 H 1.210 -1.301 0.072
12 H 1.740 1.188 -1.504

LUMO, Ha: 0.036
Kohn-Sham gap, Ha: 0.374
Highest occupied orbital energy, eV: -9.207

Arrangement Q

C3H6N2O | ωB97M-V with the def2-TZVPD basis set

Positions of all 12 atoms, in Å:
1 N -0.099 -1.077 -1.892
2 C -0.193 -0.794 -0.571
3 O -0.642 -1.555 0.265
4 N 0.306 0.524 -0.293
5 C -0.521 1.268 0.670
6 C 0.764 0.690 1.090
7 H 0.324 -0.417 -2.521
8 H -0.402 -1.981 -2.216
9 H -0.610 2.329 0.454
10 H -1.418 0.769 1.030
11 H 1.648 1.315 1.190
12 H 0.714 -0.193 1.722

LUMO, Ha: 0.041
Kohn-Sham gap, Ha: 0.397
Highest occupied orbital energy, eV: -9.705

Most stable to least stable, the ends of the list are arrangement Q and arrangement P.

Arrangement P

C3H6N2O | ωB97M-V with the def2-TZVPD basis set

Positions of all 12 atoms, in Å:
1 C 0.324 -1.044 -0.742
2 C 1.311 -0.181 -0.165
3 N 0.401 1.087 0.040
4 C -0.897 0.076 0.198
5 N -1.192 -0.104 1.438
6 O 2.361 -0.268 0.389
7 H 0.399 1.766 -0.720
8 H 0.574 1.538 0.938
9 H -2.176 -0.299 1.577
10 H 0.021 -0.782 -1.753
11 H 0.476 -2.110 -0.600
12 H -1.603 0.322 -0.600

LUMO, Ha: 0.018
Kohn-Sham gap, Ha: 0.298
Highest occupied orbital energy, eV: -7.609

Arrangement Q

C3H6N2O | ωB97M-V with the def2-TZVPD basis set

Positions of all 12 atoms, in Å:
1 C -2.289 -0.228 -0.579
2 N -1.024 -0.707 -0.059
3 C -0.048 0.096 -0.060
4 N 1.198 -0.278 0.428
5 C 2.376 0.448 0.536
6 O 3.360 -0.128 1.032
7 H -3.048 -0.283 0.209
8 H -2.253 0.807 -0.959
9 H -2.621 -0.884 -1.391
10 H -0.068 1.128 -0.425
11 H 1.284 -1.237 0.786
12 H 3.134 1.265 0.482

LUMO, Ha: 0.038
Kohn-Sham gap, Ha: 0.393
Highest occupied orbital energy, eV: -9.672

Most stable to least stable, the ends of the list are arrangement Q and arrangement P.

Arrangement P

C5H13N2 | ωB97M-V with the def2-TZVPD basis set

Positions of all 20 atoms, in Å:
1 C 2.370 -0.794 -1.398
2 C 2.371 0.580 -0.868
3 C 1.322 1.466 -1.054
4 C -1.959 0.509 0.823
5 C -1.141 -1.047 0.846
6 N 0.186 -0.977 0.640
7 N -3.241 0.335 1.126
8 H 3.336 -1.281 -1.358
9 H 1.970 -0.783 -2.416
10 H 1.552 -1.341 -0.886
11 H 1.321 0.782 0.068
12 H 0.716 -0.670 1.457
13 H 1.528 2.530 -1.089
14 H 0.460 1.153 -1.633
15 H -1.636 -1.609 0.059
16 H 3.361 1.017 -0.744
17 H -1.369 -1.425 1.843
18 H -3.837 0.153 0.314
19 H -1.540 1.089 1.650
20 H -1.761 1.004 -0.137

LUMO, Ha: -0.202
Kohn-Sham gap, Ha: 0.271
Highest occupied orbital energy, eV: -12.869
Net charge: +1

Arrangement Q

C5H13N2 | ωB97M-V with the def2-TZVPD basis set

Positions of all 20 atoms, in Å:
1 C 0.526 1.219 0.937
2 C -2.471 -0.060 0.370
3 C 2.092 0.591 -0.853
4 C 1.081 -1.234 0.553
5 C -1.433 -0.195 -0.839
6 N -0.224 0.560 -0.704
7 N 0.920 0.098 -0.020
8 H 0.717 2.243 0.609
9 H -0.298 1.027 1.615
10 H -2.624 0.946 0.639
11 H -3.417 -0.424 -0.012
12 H -2.393 -0.707 1.201
13 H 1.755 1.413 -1.475
14 H 2.745 1.016 -0.147
15 H 2.373 -0.341 -1.377
16 H 0.262 -1.697 0.999
17 H 1.480 -1.871 -0.239
18 H 1.596 -1.237 1.454
19 H -1.353 -1.371 -1.015
20 H -1.809 0.382 -1.627

LUMO, Ha: -0.174
Kohn-Sham gap, Ha: 0.345
Highest occupied orbital energy, eV: -14.135
Net charge: +1

Arrangement R

C5H13N2 | ωB97M-V with the def2-TZVPD basis set

Positions of all 20 atoms, in Å:
1 C -3.229 -0.211 -0.544
2 C -1.972 0.673 -0.449
3 C -0.942 0.229 0.446
4 C 0.439 0.246 0.081
5 N 1.439 -0.003 0.829
6 C 1.295 -0.086 2.262
7 N 3.604 -0.733 -1.961
8 H -4.029 0.338 -1.018
9 H -3.577 -0.508 0.445
10 H -2.317 1.651 -0.034
11 H -1.559 0.940 -1.421
12 H -1.228 -0.218 1.396
13 H 0.609 0.396 -0.982
14 H 3.472 -0.426 -1.007
15 H 0.483 0.518 2.658
16 H 2.233 0.211 2.717
17 H 1.135 -1.127 2.551
18 H 2.770 -0.513 -2.490
19 H -3.009 -1.127 -1.098
20 H 4.384 -0.249 -2.383

LUMO, Ha: -0.284
Kohn-Sham gap, Ha: 0.177
Highest occupied orbital energy, eV: -12.531
Net charge: +1

Most stable to least stable, the ends of the list are arrangement R and arrangement P.

Arrangement P

C5H13N2 | ωB97M-V with the def2-TZVPD basis set

Positions of all 20 atoms, in Å:
1 C 1.572 2.146 -0.111
2 C 1.468 0.875 0.290
3 C 2.001 -1.178 -0.915
4 C 1.623 -0.536 0.403
5 C -1.913 -0.215 -0.349
6 N -3.263 -0.254 0.161
7 N -1.059 0.703 0.546
8 H 0.661 2.803 0.020
9 H 2.572 2.669 -0.245
10 H 1.168 -1.249 -1.589
11 H 2.348 -2.179 -0.697
12 H 2.622 -0.576 -1.496
13 H 0.747 -0.978 0.812
14 H 2.477 -0.756 0.985
15 H -1.522 -1.124 -0.317
16 H -1.965 0.230 -1.327
17 H -3.319 -0.680 1.193
18 H -3.840 0.534 0.187
19 H -1.335 1.672 0.502
20 H -1.128 0.297 1.472

LUMO, Ha: -0.208
Kohn-Sham gap, Ha: 0.266
Highest occupied orbital energy, eV: -12.879
Net charge: +1

Arrangement Q

C5H13N2 | ωB97M-V with the def2-TZVPD basis set

Positions of all 20 atoms, in Å:
1 C -0.167 -0.315 -2.479
2 C -0.079 0.378 -1.313
3 N -0.897 1.525 -1.027
4 C 0.908 -0.242 -0.264
5 C 0.476 -0.004 1.092
6 C 1.048 -0.843 2.333
7 N -1.001 -0.337 1.168
8 H 0.357 -1.260 -2.405
9 H -0.747 -0.321 -3.430
10 H -0.583 2.222 -1.632
11 H -1.828 1.123 -1.209
12 H 1.918 0.363 -0.343
13 H 1.040 -1.268 -0.654
14 H 0.456 1.080 1.394
15 H 0.458 -1.778 2.231
16 H 0.953 -0.387 3.297
17 H 2.138 -0.872 2.162
18 H -1.358 -0.002 2.104
19 H -1.312 0.264 0.390
20 H -1.329 -1.326 0.896

LUMO, Ha: -0.123
Kohn-Sham gap, Ha: 0.381
Highest occupied orbital energy, eV: -13.711
Net charge: +1

Arrangement R

C5H13N2 | ωB97M-V with the def2-TZVPD basis set

Positions of all 20 atoms, in Å:
1 C 0.340 0.240 -2.727
2 C -0.396 0.161 -1.655
3 N -0.019 0.075 -0.195
4 C 1.014 1.024 0.198
5 C 0.369 -1.389 -0.060
6 N -1.189 0.362 0.634
7 C -1.235 -0.285 1.884
8 H 0.153 0.252 -3.694
9 H 1.411 0.285 -2.470
10 H -1.421 0.104 -1.802
11 H 1.145 0.953 1.274
12 H 1.987 1.088 -0.319
13 H 0.655 2.020 -0.136
14 H 0.880 -1.824 0.834
15 H -0.420 -2.104 -0.153
16 H 1.098 -1.621 -0.821
17 H -1.482 1.304 0.621
18 H -2.112 -0.871 2.023
19 H -0.322 -0.826 2.076
20 H -1.165 0.459 2.720

LUMO, Ha: -0.104
Kohn-Sham gap, Ha: 0.418
Highest occupied orbital energy, eV: -14.209
Net charge: +1

Arrangement S

C5H13N2 | ωB97M-V with the def2-TZVPD basis set

Positions of all 20 atoms, in Å:
1 N -0.688 2.006 0.197
2 C -1.736 1.149 0.781
3 C -1.724 -0.202 0.898
4 C -1.177 -1.157 -0.162
5 C 0.342 -1.410 -0.025
6 C 1.367 -0.712 -0.930
7 N 2.085 0.405 -0.092
8 H -1.148 2.419 -0.617
9 H -0.393 2.753 0.813
10 H -2.647 1.722 0.910
11 H -2.201 -0.622 1.779
12 H -1.232 -0.755 -1.196
13 H -1.642 -2.148 -0.249
14 H 0.605 -1.241 1.026
15 H 0.589 -2.484 -0.185
16 H 2.200 -1.375 -1.200
17 H 1.023 -0.236 -1.872
18 H 3.035 0.466 -0.468
19 H 1.904 0.186 0.879
20 H 1.438 1.237 -0.287

LUMO, Ha: -0.117
Kohn-Sham gap, Ha: 0.336
Highest occupied orbital energy, eV: -12.319
Net charge: +1

Most stable to least stable, the ends of the list are arrangement Q and arrangement P.

Arrangement P

C5H13N2 | ωB97M-V with the def2-TZVPD basis set

Positions of all 20 atoms, in Å:
1 C 0.125 -2.575 0.933
2 C 1.993 -1.171 1.184
3 N 0.716 -1.276 1.324
4 H -0.100 -3.100 1.847
5 H 0.782 -3.190 0.294
6 H -0.804 -2.405 0.404
7 H 2.480 -0.253 1.583
8 H 2.589 -1.912 0.668
9 C -1.659 2.078 0.362
10 C -1.145 0.869 -0.404
11 C 0.590 0.881 -2.186
12 N 0.172 1.186 -1.005
13 H -0.911 2.398 1.150
14 H -1.830 2.949 -0.341
15 H -2.599 1.828 0.862
16 H -0.958 0.022 0.266
17 H -1.801 0.558 -1.232
18 H 1.603 1.131 -2.457
19 H -0.127 0.377 -2.875
20 H 0.883 1.603 -0.375

LUMO, Ha: -0.185
Kohn-Sham gap, Ha: 0.308
Highest occupied orbital energy, eV: -13.393
Net charge: +1

Arrangement Q

C5H13N2 | ωB97M-V with the def2-TZVPD basis set

Positions of all 20 atoms, in Å:
1 C 1.647 -1.373 -0.394
2 C 0.478 -1.174 0.390
3 N -0.224 -2.202 0.814
4 C 0.237 0.340 0.824
5 C -0.750 0.904 -0.181
6 C -1.174 2.235 0.374
7 N -0.071 0.952 -1.494
8 H 2.511 -0.801 -0.620
9 H 1.640 -2.189 -1.075
10 H -0.994 -2.118 1.404
11 H 0.121 -3.056 0.416
12 H -0.288 0.278 1.823
13 H 1.291 0.811 1.043
14 H -1.492 0.140 -0.387
15 H -0.341 3.074 0.207
16 H -2.162 2.471 -0.130
17 H -1.294 1.992 1.404
18 H -0.730 0.909 -2.215
19 H 0.463 0.067 -1.675
20 H 0.719 1.583 -1.514

LUMO, Ha: -0.118
Kohn-Sham gap, Ha: 0.314
Highest occupied orbital energy, eV: -11.749
Net charge: +1

Most stable to least stable, the ends of the list are arrangement P and arrangement Q.

Arrangement P

C5H13N2 | ωB97M-V with the def2-TZVPD basis set

Positions of all 20 atoms, in Å:
1 C -0.140 -0.852 0.326
2 C 1.449 1.245 -0.536
3 C -0.622 -1.768 -0.607
4 C 0.864 0.564 0.707
5 C -1.465 -2.910 -0.183
6 N -0.052 1.534 1.297
7 N 0.361 2.113 -1.016
8 H -0.489 -1.088 1.330
9 H -0.254 1.630 -1.667
10 H 2.302 1.868 -0.255
11 H 1.785 0.518 -1.273
12 H -0.355 -1.703 -1.651
13 H 1.611 0.150 1.375
14 H -1.982 -2.707 0.750
15 H -0.823 -3.777 -0.034
16 H -2.188 -3.161 -0.956
17 H 0.384 2.103 2.019
18 H -0.898 1.107 1.663
19 H -0.165 2.150 0.138
20 H 0.677 2.986 -1.427

LUMO, Ha: -0.109
Kohn-Sham gap, Ha: 0.375
Highest occupied orbital energy, eV: -13.160
Net charge: +1

Arrangement Q

C5H13N2 | ωB97M-V with the def2-TZVPD basis set

Positions of all 20 atoms, in Å:
1 C 1.431 0.726 -2.276
2 C 0.120 0.821 -2.024
3 C -0.862 0.622 -0.926
4 C -0.200 0.345 0.401
5 N -1.315 0.295 1.428
6 C 0.667 -0.922 0.642
7 N 0.352 -1.544 1.985
8 H 2.141 0.654 -1.455
9 H 1.786 0.694 -3.299
10 H -0.386 1.140 -2.934
11 H -1.520 -0.217 -1.302
12 H -1.478 1.526 -0.877
13 H 0.436 1.272 0.620
14 H -1.287 -0.625 1.901
15 H -0.912 0.708 2.286
16 H -2.224 0.713 1.273
17 H 1.734 -0.614 0.600
18 H 0.279 -1.582 -0.118
19 H 1.245 -1.603 2.464
20 H 0.183 -2.540 1.857

LUMO, Ha: -0.120
Kohn-Sham gap, Ha: 0.362
Highest occupied orbital energy, eV: -13.130
Net charge: +1

Most stable to least stable, the ends of the list are arrangement Q and arrangement P.

Arrangement P

C5H13N2 | ωB97M-V with the def2-TZVPD basis set

Positions of all 20 atoms, in Å:
1 C 1.532 1.297 0.943
2 C 1.571 0.916 -0.496
3 C 2.339 1.405 -1.444
4 N 0.596 -0.134 -0.864
5 H 2.438 1.844 1.193
6 H 0.697 1.967 1.166
7 H 1.421 0.429 1.596
8 H 2.327 1.036 -2.459
9 H 2.990 2.226 -1.182
10 H 0.853 -1.065 -0.522
11 H 0.523 -0.195 -1.880
12 H -0.394 0.022 -0.517
13 C -1.712 -1.657 1.610
14 C -2.132 -1.635 0.357
15 N -2.180 -0.421 -0.401
16 H -1.245 -0.752 1.992
17 H -1.717 -2.535 2.234
18 H -2.586 -2.493 -0.127
19 H -2.684 0.306 0.093
20 H -2.636 -0.561 -1.293

LUMO, Ha: -0.113
Kohn-Sham gap, Ha: 0.368
Highest occupied orbital energy, eV: -13.074
Net charge: +1

Arrangement Q

C5H13N2 | ωB97M-V with the def2-TZVPD basis set

Positions of all 20 atoms, in Å:
1 C -1.756 -0.742 1.922
2 C -1.673 -1.640 1.122
3 C -1.506 -2.509 -0.016
4 C -0.323 1.395 -1.041
5 C 0.797 0.505 -0.651
6 N 0.929 0.273 0.882
7 N 2.049 1.263 -1.039
8 H -0.125 0.066 1.082
9 H -1.957 -0.137 2.753
10 H -1.575 -3.553 0.434
11 H -0.590 -2.465 -0.635
12 H -2.339 -2.618 -0.637
13 H -1.323 1.262 -0.515
14 H -0.076 2.381 -0.761
15 H -0.372 1.404 -2.070
16 H 1.539 -0.502 1.040
17 H 1.457 1.142 1.341
18 H 2.853 0.646 -1.139
19 H 2.269 2.100 -0.247
20 H 1.721 1.730 -1.824

LUMO, Ha: -0.129
Kohn-Sham gap, Ha: 0.306
Highest occupied orbital energy, eV: -11.833
Net charge: +1

Arrangement R

C5H13N2 | ωB97M-V with the def2-TZVPD basis set

Positions of all 20 atoms, in Å:
1 C 0.314 -0.443 -1.842
2 C -1.192 -0.385 -1.470
3 C -1.435 0.390 -0.233
4 C -0.766 -0.325 1.095
5 N 0.639 -0.704 1.257
6 C 1.749 0.131 1.400
7 N 1.647 1.401 1.227
8 H 0.915 -0.326 -0.969
9 H 0.584 0.409 -2.476
10 H 0.406 -1.412 -2.266
11 H -1.599 -1.407 -1.218
12 H -1.761 -0.004 -2.393
13 H -2.519 0.325 -0.128
14 H -1.051 1.525 -0.169
15 H -1.151 0.160 1.979
16 H -1.295 -1.435 0.988
17 H 0.876 -1.638 1.051
18 H 2.667 -0.233 1.723
19 H 0.801 1.853 0.712
20 H 2.170 2.117 1.730

LUMO, Ha: -0.153
Kohn-Sham gap, Ha: 0.376
Highest occupied orbital energy, eV: -14.393
Net charge: +1

Arrangement S

C5H13N2 | ωB97M-V with the def2-TZVPD basis set

Positions of all 20 atoms, in Å:
1 C 2.718 0.591 0.332
2 C 1.482 0.187 -0.363
3 C 0.194 0.440 0.552
4 C -0.854 -0.434 0.085
5 C -2.124 0.064 -0.511
6 N -3.185 -0.177 0.414
7 N 1.620 -1.266 -0.847
8 H 2.948 -0.046 1.198
9 H 3.598 0.430 -0.303
10 H 2.687 1.604 0.732
11 H 1.328 0.797 -1.262
12 H 0.412 0.284 1.603
13 H 0.077 1.494 0.309
14 H -1.104 -1.352 0.616
15 H -2.011 1.102 -0.866
16 H -4.117 -0.267 0.036
17 H -3.178 0.315 1.297
18 H 0.847 -1.368 -1.537
19 H -2.405 -0.617 -1.337
20 H 1.066 -1.780 -0.148

LUMO, Ha: -0.264
Kohn-Sham gap, Ha: 0.270
Highest occupied orbital energy, eV: -14.532
Net charge: +1

Most stable to least stable, the ends of the list are arrangement P and arrangement Q.